# C12H10BrMnN3

A structure of composition C12H10BrMnN3 at a distorted geometry (ωB97M-V/def2-TZVPD, the OMol25 dataset).

Calculated values
E_tot   -118438.6300 eV
ΔE to the lowest compared entry with this formula, charge and spin   0.0 kJ/mol
Net charge   -2
Max |F|   3.10 eV Å⁻¹
Spin multiplicity   6
Kohn-Sham gap (alpha / beta)   0.206 / 0.205 hartree

Atoms and positions in Å:
C1 -1.36431 -0.86275 -1.82211
C2 -1.70447 -1.32743 -0.51205
C3 -1.85681 -0.21800 0.35645
H1 -1.96170 -2.37133 -0.26450
C4 -1.66426 0.97807 -0.39233
C5 -1.31755 0.59857 -1.75141
H2 -1.18151 1.27856 -2.58081
H3 -1.28971 -1.48171 -2.71270
H4 -2.17567 -0.27502 1.38640
H5 -1.80753 2.02453 -0.04400
Mn1 0.34422 -0.22382 -0.70768
Br1 2.46246 -1.24788 -1.00754
C6 2.09973 0.62661 -3.58618
C7 1.00628 1.41763 -3.99048
C8 -0.01730 0.54032 -4.46295
H6 0.97319 2.50590 -4.03948
C9 0.45524 -0.79128 -4.33681
C10 1.77031 -0.74173 -3.82088
H7 2.41828 -1.60632 -3.70121
H8 3.05225 0.99289 -3.21410
H9 -0.95985 0.84138 -4.92564
H10 -0.06342 -1.68958 -4.66753
N1 0.73906 0.00598 1.29569
C11 0.82562 0.10574 2.47361
N2 1.16863 0.46974 3.63076
C12 0.98678 0.22612 4.89133
N3 0.92227 0.14151 6.06467

# CHF3O2P

A cluster of 2 separate species, CHF3O2P in total at a distorted geometry (ωB97M-V/def2-TZVPD, the OMol25 dataset).

Calculated values
E_tot   -22587.1457 eV
ΔE to the lowest compared entry with this formula, charge and spin   258.6 kJ/mol
Net charge   -1
Max |F|   6.69 eV Å⁻¹
Spin multiplicity   3
Kohn-Sham gap (alpha / beta)   0.172 / 0.260 hartree

Atoms and positions in Å:
C1 0.86809 -0.69704 0.26558
O1 -0.59598 2.03346 0.43714
O2 -2.29675 0.21258 -0.08932
F1 0.70119 -1.93344 -0.28676
F2 0.85941 -0.90613 1.59455
F3 2.27869 -0.38325 0.13529
P1 -1.02711 0.87724 -0.33162
H1 -0.78754 0.79658 -1.72486

# C4H12

A cluster of 2 separate species, C4H12 in total at a distorted geometry (ωB97M-V/def2-TZVPD, the OMol25 dataset).

Calculated values
E_tot   -4340.9677 eV
ΔE to the lowest compared entry with this formula, charge and spin   150.6 kJ/mol
Net charge   0
Max |F|   4.63 eV Å⁻¹
Kohn-Sham gap   0.434 hartree

Atoms and positions in Å:
C1 1.50790 -0.32030 0.62393
C2 1.68770 1.17757 0.71803
H1 0.69324 -0.57787 1.35947
H2 1.44770 -0.54884 -0.44068
H3 2.37564 -0.90328 1.02361
H4 1.20808 1.64048 1.66712
H5 1.10994 1.82082 -0.00618
H6 2.77678 1.35223 0.68934
C3 -1.21985 -0.78928 -1.16500
C4 -1.94977 -0.06609 -0.11877
H7 -1.68250 -0.97923 -2.21912
H8 -0.49761 -0.27114 -1.75704
H9 -0.95048 -1.77743 -0.99742
H10 -1.36904 0.64268 0.42837
H11 -2.49648 -0.78182 0.49995
H12 -2.77119 0.37198 -0.59663

# C4H7NO

An isolated molecule of C4H7NO at a distorted geometry (ωB97M-V/def2-TZVPD, the OMol25 dataset).

Calculated values
E_tot   -7796.9136 eV
ΔE to the lowest compared entry with this formula, charge and spin   263.5 kJ/mol
Net charge   0
Max |F|   3.31 eV Å⁻¹
Kohn-Sham gap   0.392 hartree

Atoms and positions in Å:
N1 2.03502 -1.22017 1.84057
C1 1.18489 -0.49994 1.51657
C2 0.10088 0.34294 1.02120
C3 0.43967 0.90347 -0.37416
C4 -0.24637 -0.24189 -1.14761
O1 -1.69073 -0.47837 -0.53702
H1 -0.94645 -0.24985 0.75742
H2 -0.23390 1.08253 1.73319
H3 -0.02636 1.87592 -0.56623
H4 1.52467 1.05742 -0.59875
H5 -0.54492 -0.04350 -2.15682
H6 0.40450 -1.12454 -1.03002
H7 -2.00090 -1.40402 -0.45835

Which of these has the lowest ΔE to the lowest compared entry with this formula, charge and spin? C12H10BrMnN3

Number 2 is which compound? CHF3O2P

Which of these has the lowest E_tot? C12H10BrMnN3